Record 1
A molecular structure, C21H24Cl3GeN4SiV, computed with ωB97M-V/def2-TZVPD.

Computed properties:
Multiplicity: 2
Net charge: +1
Maximum force, eV/A: 2.626
Expectation value of S²: 1.10
LUMO level (spin up / spin down), eV: -5.3 / -5.4

```
55
C21H24Cl3GeN4SiV (ωB97M-V/def2-TZVPD)
Ge -3.269 -0.860 -0.297
V -0.588 -0.864 -0.018
Cl -4.085 -2.831 -0.710
Cl -4.733 -0.047 1.045
Cl -1.612 -1.591 1.732
Si 2.555 -0.425 1.422
N -0.573 -2.659 -1.002
N -0.627 1.130 0.091
N -0.087 -0.417 -1.842
N 0.029 -1.261 -2.773
C -0.405 -4.882 -2.650
C -2.433 2.711 0.658
C -0.234 -2.545 -2.305
C 0.127 3.662 -2.518
C -0.279 1.785 -1.094
C -0.213 3.169 -1.277
C 0.391 2.806 -3.600
C -0.807 -3.892 -0.511
C -3.200 3.379 1.597
C -2.943 3.213 2.952
C -1.927 2.362 3.358
C 0.348 1.443 -3.434
C -1.399 1.874 1.068
C -0.153 -3.626 -3.161
C 0.042 0.949 -2.170
C -1.160 1.691 2.417
C 2.809 1.219 0.601
C 2.034 -0.231 3.203
C 4.160 -1.348 1.431
C -0.727 -5.013 -1.303
C 1.383 -1.478 0.404
H 3.685 1.726 1.024
H -1.729 2.215 4.412
H 1.172 -0.852 3.467
H 1.951 1.886 0.732
H -0.351 -5.754 -3.290
H 0.566 0.760 -4.245
H -2.659 2.811 -0.397
H 0.192 4.734 -2.661
H 1.277 -2.447 0.906
H -0.374 1.027 2.723
H -1.068 -3.957 0.532
H -3.541 3.737 3.687
H 4.563 -1.472 0.420
H -4.012 4.017 1.270
H 0.640 3.221 -4.568
H -0.926 -5.982 -0.865
H 4.019 -2.341 1.871
H 2.986 1.088 -0.473
H 1.811 0.808 3.464
H 0.112 -3.453 -4.196
H 2.869 -0.549 3.837
H 1.887 -1.661 -0.551
H -0.404 3.834 -0.446
H 4.911 -0.818 2.031
```



Record 2
A single C5H4O3 molecule, computed with ωB97M-V/def2-TZVPD.

Computed properties:
Energy relative to the best compared isomer or geometry (same formula, charge and spin), kJ/mol: 329.9
Maximum force, eV/A: 4.735
LUMO level, eV: -1.5

```
12
C5H4O3 (ωB97M-V/def2-TZVPD)
O 0.214 -1.024 1.556
O -0.068 0.437 -1.643
O -2.467 -1.566 0.864
C 2.276 1.922 -0.946
C 0.416 0.394 -0.480
C -0.379 -0.429 0.691
C 1.806 0.868 -0.124
C -1.861 -0.732 0.236
H 3.247 2.403 -0.756
H 2.412 0.516 0.682
H -2.314 0.123 -0.584
H 1.680 2.044 -1.820
```



Record 3
A gas-phase ion, C6H10NO3 (charge +1), computed with ωB97M-V/def2-TZVPD.

Computed properties:
Energy relative to the best compared isomer or geometry (same formula, charge and spin), kJ/mol: 240.2
Net charge: +1
Maximum force, eV/A: 6.631
LUMO level, eV: -3.3

```
20
C6H10NO3 (ωB97M-V/def2-TZVPD)
O -1.951 2.079 1.307
O 1.691 -2.359 2.396
O 0.458 -2.190 0.447
N -1.009 -0.551 -1.169
C -1.316 1.048 0.519
C 0.335 0.106 -0.942
C 0.256 0.885 0.457
C 1.006 -1.448 1.519
C -1.888 0.616 -0.674
C 0.997 -0.076 1.496
H 1.950 -1.820 3.244
H 1.797 0.335 2.093
H 0.533 -3.115 0.496
H -2.826 2.346 1.239
H -1.088 -0.968 -2.140
H -2.725 0.750 -1.354
H 0.501 1.925 0.343
H 1.117 -0.722 -0.861
H -1.113 -1.207 -0.374
H 0.523 0.727 -1.899
```



Record 4
2 unconnected molecules or ions with the total composition C4H9ClN2O, computed with ωB97M-V/def2-TZVPD.

Computed properties:
Energy relative to the best compared isomer or geometry (same formula, charge and spin), kJ/mol: 324.4
Maximum force, eV/A: 5.768
LUMO level, eV: 0.8

```
17
C4H9ClN2O (ωB97M-V/def2-TZVPD)
Cl -1.200 -1.944 1.717
O 2.181 -0.921 0.384
N -1.702 0.378 0.711
N 1.444 -0.885 -0.727
C 0.347 -0.186 -2.621
C 0.963 0.132 -1.300
C 0.134 0.416 2.260
C -0.846 -0.173 1.605
H 1.167 -0.105 -3.401
H 0.185 1.481 2.309
H 2.336 -0.014 0.720
H -1.781 1.323 0.693
H -0.500 0.445 -2.911
H 0.086 -1.278 -2.615
H -2.485 -0.332 0.435
H 1.080 1.172 -0.979
H 0.947 -0.078 2.822
```



Record 5
3 unconnected molecules or ions with the total composition C4H14NO2, computed with ωB97M-V/def2-TZVPD.

Computed properties:
Energy relative to the best compared isomer or geometry (same formula, charge and spin), kJ/mol: 56.9
Multiplicity: 2
Net charge: +2
Maximum force, eV/A: 2.109
Expectation value of S²: 0.76
LUMO level (spin up / spin down), eV: -10.0 / -12.3

```
21
C4H14NO2 (ωB97M-V/def2-TZVPD)
O 1.070 -0.808 -2.564
O -2.881 -0.066 -1.375
N -0.751 -1.293 -0.472
C 0.586 0.355 0.749
C 0.238 -0.974 0.504
C 1.264 2.215 2.265
C 1.013 0.730 2.096
H 0.552 -1.768 1.181
H -3.397 0.347 -0.667
H -3.056 0.467 -2.163
H 0.380 0.255 2.846
H 1.848 -1.377 -2.476
H 0.907 0.951 -0.107
H 0.620 2.801 1.611
H -0.902 -2.311 -0.486
H 1.297 -0.210 -3.291
H -1.701 -0.776 -0.579
H 2.290 2.485 2.010
H 1.996 0.194 2.082
H 1.055 2.635 3.246
H -0.311 -1.120 -1.423
```



Which of these has the lowest maximum force? C4H14NO2